{"formula": "C13H15F17O3PS", "method": "ωB97M-V/def2-TZVPD", "symbols": ["F", "C", "F", "F", "C", "F", "F", "C", "F", "F", "C", "F", "F", "C", "F", "F", "C", "F", "F", "C", "F", "F", "C", "F", "F", "C", "C", "P", "H", "H", "H", "H", "H", "H", "H", "O", "S", "O", "O", "C", "C", "C", "H", "H", "H", "H", "H", "H", "H", "H"], "coordinates": [[-0.105, 0.785, 1.350], [0.354, -0.416, 0.561], [-0.318, -1.588, 1.234], [1.800, -0.547, 0.818], [-0.120, -0.422, -0.992], [-1.447, 0.260, -1.114], [-0.459, -1.874, -1.276], [0.971, -0.036, -2.133], [0.289, -0.382, -3.437], [2.003, -1.146, -2.036], [1.750, 1.360, -2.072], [3.197, 1.006, -2.386], [1.907, 1.968, -0.693], [1.387, 2.584, -3.055], [2.724, 3.169, -3.492], [0.753, 2.279, -4.357], [0.643, 3.896, -2.453], [1.498, 4.731, -1.526], [0.446, 4.814, -3.642], [-0.804, 3.753, -1.753], [-0.803, 3.018, -0.430], [-1.149, 5.168, -1.318], [-2.066, 3.341, -2.711], [-1.982, 2.032, -3.378], [-2.454, 4.394, -3.708], [-3.386, 3.241, -1.685], [-4.775, 2.812, -2.498], [-4.999, 0.896, -2.495], [-3.241, 2.384, -0.869], [-3.533, 4.238, -1.056], [-5.693, 3.332, -1.939], [-4.698, 3.150, -3.628], [-6.003, 0.568, -3.499], [-3.761, 0.230, -2.912], [-5.377, 0.349, -1.217], [2.811, -3.738, 6.435], [2.589, -4.763, 5.438], [3.649, -5.637, 4.984], [1.871, -4.092, 4.138], [2.478, -2.961, 3.532], [3.645, -3.365, 2.651], [1.217, -5.765, 5.954], [2.787, -2.231, 4.288], [1.713, -2.480, 2.914], [4.472, -3.758, 3.250], [4.016, -2.507, 2.083], [3.349, -4.154, 1.952], [0.388, -5.113, 6.235], [1.535, -6.357, 6.815], [0.932, -6.426, 5.133]], "homo_lumo_gap_ev": 7.97, "mol_weight_da": 605.27, "total_charge": 1, "e_tot_ev": -86168.7142, "fmax_ev_per_a": 5.5}



{"formula": "C13H15F6N3O4S", "method": "ωB97M-V/def2-TZVPD", "symbols": ["C", "C", "H", "H", "O", "C", "O", "C", "C", "C", "S", "C", "N", "N", "H", "C", "N", "C", "O", "O", "C", "C", "H", "H", "H", "H", "H", "H", "C", "F", "F", "F", "C", "F", "F", "F", "H", "H", "H", "H", "H", "H"], "coordinates": [[-4.427, -1.962, 0.195], [-4.643, -1.275, -1.145], [-5.669, -0.900, -1.221], [-4.429, -1.950, -1.976], [-3.737, -0.182, -1.318], [-4.035, 0.961, -0.715], [-5.045, 1.177, -0.100], [-2.894, 1.959, -0.864], [-1.963, 1.679, 0.271], [-2.049, 2.185, 1.528], [-0.824, 1.515, 2.546], [-0.295, 0.579, 1.170], [-0.959, 0.774, 0.089], [0.736, -0.331, 1.298], [1.436, -0.047, 1.976], [1.278, -0.888, 0.089], [1.727, 0.076, -0.888], [2.231, 1.306, -0.515], [2.512, 1.609, 0.612], [2.359, 2.074, -1.593], [2.960, 3.360, -1.387], [4.477, 3.262, -1.324], [4.776, 2.671, -0.462], [4.862, 2.793, -2.226], [4.900, 4.258, -1.232], [2.567, 3.789, -0.460], [2.635, 3.954, -2.242], [1.381, 0.012, -1.835], [0.205, -1.819, -0.575], [0.758, -2.940, -1.055], [-0.399, -1.247, -1.613], [-0.728, -2.192, 0.291], [2.493, -1.772, 0.511], [3.184, -2.191, -0.547], [2.113, -2.844, 1.207], [3.340, -1.093, 1.284], [-2.751, 2.895, 1.913], [-2.378, 1.785, -1.805], [-3.290, 2.971, -0.800], [-5.065, -2.838, 0.263], [-4.675, -1.281, 1.005], [-3.388, -2.268, 0.297]], "homo_lumo_gap_ev": 9.23, "smiles": "CCOC(=O)Cc1csc(NC(NC(=O)OCC)(C(F)(F)F)C(F)(F)F)n1", "mol_weight_da": 423.34, "e_tot_ev": -53526.9115, "de_lowest_ev": 0.000, "fmax_ev_per_a": 0.9}



{"formula": "C13H15I2N4OS4SbTc", "method": "ωB97M-V/def2-TZVPD", "symbols": ["Tc", "I", "C", "C", "C", "I", "C", "O", "C", "C", "N", "C", "C", "C", "C", "C", "C", "N", "C", "H", "H", "H", "H", "H", "H", "H", "H", "H", "H", "H", "S", "Sb", "S", "S", "S", "N", "N", "H", "H", "H", "H"], "coordinates": [[-0.122, -1.028, -0.262], [-4.601, 5.192, -1.481], [-3.460, 3.468, -1.453], [-3.625, 2.504, -2.458], [-2.876, 1.360, -2.417], [-3.016, -0.067, -3.931], [-1.945, 1.126, -1.345], [-1.344, -0.007, -1.272], [-1.738, 2.159, -0.376], [-0.645, 2.020, 0.647], [-0.467, 0.640, 1.150], [0.454, 0.620, 2.314], [1.501, -0.443, 2.201], [2.481, -0.538, 3.176], [3.491, -1.475, 3.048], [3.504, -2.273, 1.910], [2.499, -2.129, 0.983], [1.481, -1.246, 1.120], [-2.505, 3.285, -0.425], [-4.327, 2.660, -3.266], [-0.870, 2.684, 1.485], [0.300, 2.357, 0.209], [-1.378, 0.332, 1.488], [-0.109, 0.483, 3.240], [0.959, 1.584, 2.392], [2.451, 0.126, 4.030], [4.256, -1.572, 3.806], [4.282, -3.006, 1.746], [2.510, -2.734, 0.089], [-2.384, 4.064, 0.319], [-2.614, -3.481, -1.982], [-1.937, -4.236, 0.361], [-1.763, -2.080, 1.264], [-0.767, -2.661, -2.270], [0.345, -3.494, -0.799], [2.014, -1.453, -2.427], [1.569, -0.336, -1.638], [3.022, -1.552, -2.385], [1.772, -1.314, -3.401], [1.241, 0.405, -2.253], [2.361, 0.058, -1.139]], "homo_lumo_gap_ev": 4.45, "mol_weight_da": 845.13, "total_charge": 3, "e_tot_ev": -89984.2035, "fmax_ev_per_a": 1.9}